Entry 1:
Below is a 3-piece molecular cluster, C29H47N2O7PSi overall, with properties calculated with ωB97M-V/def2-TZVPD.

Summary:
E_LUMO = -1.421 eV
SMILES = C[Si](C)(C)c1ccc2c(c1)C(=O)c1c([PH2]=O)cccc1C2=O.COCCNCCOC.COCCNCCOC

Positions of all 87 atoms, in Å:
C (-3.29659, 5.59795, 3.31403)
Si (-4.14268, 4.14078, 4.25359)
C (-3.48483, 4.24004, 6.07347)
C (-6.05110, 4.19177, 4.12235)
C (-3.52602, 2.45138, 3.56052)
C (-3.62123, 1.09068, 4.34825)
C (-3.06862, -0.25843, 3.77156)
C (-2.42314, -0.23683, 2.36389)
C (-2.35479, 1.12613, 1.57646)
C (-2.89720, 2.46223, 2.13048)
C (-1.66621, 1.05972, 0.11721)
O (-2.15070, 1.63618, -0.89109)
C (-0.33291, 0.14729, 0.06259)
C (0.95106, 0.56241, -0.70472)
P (0.90315, 2.27091, -1.55833)
O (0.30667, 2.04988, -2.95982)
C (2.17600, -0.38478, -0.72186)
C (2.12591, -1.76284, 0.03337)
C (0.82471, -2.15073, 0.82757)
C (-0.40544, -1.21775, 0.84765)
C (-1.76980, -1.53017, 1.65302)
O (-2.28955, -2.67731, 1.69893)
H (-2.22044, 5.79102, 3.67610)
H (-3.27540, 5.39123, 2.18078)
H (-3.90989, 6.55145, 3.54025)
H (-3.48292, 5.36181, 6.34225)
H (-2.40383, 3.86826, 6.13874)
H (-4.19061, 3.62184, 6.72812)
H (-6.35644, 3.38497, 3.35145)
H (-6.42421, 5.23049, 3.77613)
H (-6.51767, 3.87358, 5.11466)
H (-4.09216, 1.17602, 5.39489)
H (-3.14995, -1.21840, 4.38695)
H (-2.80712, 3.38041, 1.46748)
H (0.00053, 3.12602, -0.80882)
H (2.18923, 2.89892, -1.53822)
H (3.12613, -0.07739, -1.29728)
H (3.03220, -2.47317, 0.01005)
H (0.76856, -3.13229, 1.40560)
C (8.26518, 4.17603, -4.16636)
O (7.64330, 4.62264, -5.36227)
C (7.03901, 3.56486, -6.10771)
C (5.51769, 3.72023, -6.11575)
N (4.95304, 3.45774, -4.79140)
C (3.54094, 3.83183, -4.67245)
C (3.19798, 5.32385, -4.79015)
O (3.70055, 6.11744, -3.71890)
C (5.03001, 6.58059, -3.89879)
H (8.79489, 5.02194, -3.72530)
H (7.51997, 3.82310, -3.44868)
H (8.99024, 3.38341, -4.37634)
H (7.33430, 2.57590, -5.73868)
H (7.40277, 3.65667, -7.13573)
H (5.08792, 3.01823, -6.83728)
H (5.28995, 4.73948, -6.44640)
H (5.48015, 3.97856, -4.09876)
H (3.21043, 3.48812, -3.68624)
H (2.95922, 3.26881, -5.41018)
H (2.10777, 5.40899, -4.73320)
H (3.48040, 5.74798, -5.75975)
H (5.27733, 6.74439, -4.95145)
H (5.73744, 5.88268, -3.44615)
H (5.13131, 7.53143, -3.37061)
C (-3.39358, -9.81631, 0.12267)
O (-2.21796, -9.05290, -0.10442)
C (-2.47110, -7.82627, -0.79121)
C (-2.19568, -6.63471, 0.12686)
N (-3.19606, -6.54554, 1.19079)
C (-2.84835, -5.58390, 2.24141)
C (-1.61170, -5.89499, 3.09682)
O (-1.75640, -7.04418, 3.92699)
C (-1.42363, -8.27261, 3.29957)
H (-3.09534, -10.77825, 0.54284)
H (-4.05036, -9.31553, 0.83864)
H (-3.92805, -9.99761, -0.81519)
H (-3.48609, -7.78296, -1.20262)
H (-1.77127, -7.78609, -1.63170)
H (-2.21359, -5.71332, -0.46386)
H (-1.18921, -6.76087, 0.54148)
H (-3.30602, -7.45893, 1.61793)
H (-3.71399, -5.52786, 2.91024)
H (-2.73487, -4.59079, 1.79332)
H (-1.47459, -5.05216, 3.78284)
H (-0.69118, -5.95156, 2.50504)
H (-0.64309, -8.15778, 2.54198)
H (-2.31489, -8.72623, 2.86138)
H (-1.05747, -8.95690, 4.06849)


Entry 2:
Below is C29H48AgNO20PbS as an isolated structure, with properties calculated with ωB97M-V/def2-TZVPD.

Summary:
multiplicity = 2
relative energy (zero: lowest compared OMol25 entry of this formula, charge and spin) = 0.4539 eV
E_LUMO (spin up / spin down) = -4.271 / -5.442 eV
charge = +1

Positions of all 101 atoms, in Å:
Pb (-2.16157, -0.74990, 1.64888)
Ag (-1.32115, 1.34976, -1.65367)
C (-5.13915, -0.28777, -2.85008)
C (-4.38712, -1.66040, -2.53150)
C (-4.51967, -2.34545, -3.92844)
C (-3.54283, -3.51383, -4.12302)
C (-2.12519, -3.08346, -3.82459)
C (-1.87689, -2.48402, -2.37315)
N (-2.94127, -1.38640, -2.16860)
O (-2.72318, -0.59539, -0.90856)
C (-0.44722, -1.83460, -2.39570)
C (-1.93636, -3.60010, -1.30675)
C (-5.12538, -2.37562, -1.37104)
H (-4.65936, 0.37333, -3.57177)
H (-5.09081, 0.38671, -1.99520)
H (-6.15619, -0.45326, -3.20554)
H (-4.43205, -1.67802, -4.78574)
H (-5.48592, -2.84988, -3.92774)
H (-3.52609, -3.83967, -5.16304)
H (-3.82542, -4.42682, -3.59891)
H (-1.73982, -2.50573, -4.66472)
H (-1.54756, -4.00670, -3.77928)
H (0.12390, -2.63922, -2.85882)
H (-0.05572, -1.57081, -1.41322)
H (-0.39377, -1.00766, -3.10382)
H (-1.99887, -3.31129, -0.25757)
H (-0.92447, -3.99232, -1.20505)
H (-2.74592, -4.29829, -1.51944)
H (-6.13954, -2.62544, -1.68278)
H (-5.12190, -1.70566, -0.51124)
H (-4.66336, -3.31999, -1.08328)
S (0.14034, 1.15614, 0.80257)
O (-1.31300, 1.37413, 0.63913)
O (0.46245, 0.77089, -0.56298)
O (0.82290, 2.31998, 1.31698)
O (0.23204, 0.00789, 1.65379)
C (4.05147, 3.25011, -5.65151)
C (2.74060, 3.69803, -4.92950)
C (1.51504, 3.66367, -5.83702)
O (0.60723, 2.84513, -5.20828)
C (1.08980, 2.36757, -4.13939)
O (0.35894, 1.79893, -3.33399)
O (2.37744, 2.68614, -4.00806)
H (5.00203, 3.31175, -5.12165)
H (4.20665, 3.77094, -6.59636)
H (3.82577, 2.20615, -5.86905)
H (2.96206, 4.62453, -4.39972)
H (1.89525, 3.27499, -6.78173)
H (1.06787, 4.65653, -5.88568)
C (0.49058, 5.01709, 3.66117)
C (-0.75951, 5.22138, 2.79068)
C (-1.48181, 4.03436, 2.41239)
O (-2.80328, 4.29115, 2.78678)
C (-2.87098, 5.49634, 3.31063)
O (-3.90164, 6.02125, 3.49764)
O (-1.66168, 6.01652, 3.48914)
H (1.21460, 4.33401, 3.21700)
H (0.28059, 4.65556, 4.66779)
H (1.03184, 5.95555, 3.78134)
H (-0.43366, 5.77460, 1.90984)
H (-1.13088, 3.15932, 2.95944)
H (-1.39989, 3.96990, 1.32738)
C (3.97197, 0.55382, 0.83338)
C (3.61343, 1.34732, -0.46530)
C (3.37150, 2.84157, -0.20728)
O (4.23670, 3.43262, -1.08172)
C (5.00313, 2.53253, -1.72528)
O (5.91177, 2.79703, -2.48243)
O (4.78454, 1.33441, -1.28843)
H (3.09354, 0.27387, 1.41484)
H (4.61688, 1.19451, 1.43479)
H (4.40741, -0.41861, 0.60346)
H (2.80856, 0.85920, -1.01486)
H (3.53840, 3.19589, 0.80992)
H (2.37093, 3.14240, -0.51784)
C (2.49142, 1.73550, 4.47229)
C (1.43361, 0.62863, 4.55004)
C (1.89714, -0.74474, 4.22101)
O (1.60466, -1.56688, 5.36345)
C (1.09125, -0.77545, 6.24033)
O (0.78698, -1.08891, 7.37517)
O (1.07115, 0.47288, 5.83837)
H (3.36921, 1.32653, 4.97263)
H (2.21241, 2.68036, 4.93864)
H (2.86659, 1.89575, 3.46152)
H (0.51253, 0.92763, 4.04973)
H (2.97667, -0.70901, 4.07454)
H (1.37805, -1.15013, 3.35252)
C (0.15481, -6.17785, 4.73291)
C (0.77345, -5.50719, 3.44920)
C (0.19986, -6.16804, 2.18680)
O (-0.18506, -5.09922, 1.32240)
C (-0.13756, -3.96793, 1.98320)
O (-0.53082, -2.86868, 1.53691)
O (0.31251, -4.22401, 3.24862)
H (0.34376, -5.66749, 5.67733)
H (0.48536, -7.21553, 4.68747)
H (-0.91110, -6.34852, 4.58190)
H (1.86006, -5.59270, 3.44077)
H (-0.69391, -6.74065, 2.43454)
H (0.91892, -6.83351, 1.70908)


Values of largest force on an atom, in order: 5.11, 5.24, all in eV/A.
Values of DFT total energy, in order: -65303.24387, -93364.82700, all in eV.